No. 1
A structure of composition C30H39NO8PS4Y at a distorted geometry. Source: the OMol25 dataset; level of theory: wB97M-V/def2-TZVPD.

## Properties
HOMO-LUMO gap in eV: 7.791
ΔE to the lowest compared entry with this formula, charge and spin in kcal per mole: 26.6
Total energy in Eh: -3795.82765
E_HOMO in eV: -7.424
E_LUMO in eV: 0.367

```
84
Properties=species:S:1:pos:R:3:forces:R:3:mulliken_charge:R:1
Y 0.285094 0.959106 0.923823 0.768 1.303 -0.539 0.609
S 3.162140 1.114359 0.644070 -0.070 -0.379 -0.089 -0.362
C 2.724368 2.641079 -0.015382 -0.111 -0.026 -0.034 0.309
C 3.650912 3.576281 -0.512381 -0.037 0.103 -0.017 -0.885
C 3.192036 4.748791 -1.064718 -0.024 -0.085 0.018 -0.231
C 1.817232 4.998051 -1.111645 -0.034 0.038 -0.018 -0.853
C 0.968538 4.046103 -0.595470 -0.118 0.039 -0.028 -0.550
N 1.397663 2.893349 -0.069300 0.333 0.281 0.002 0.670
H 4.704339 3.343878 -0.449154 0.004 0.009 -0.019 0.456
H 3.887195 5.476416 -1.465459 0.027 -0.013 0.026 0.402
H 1.423260 5.913050 -1.530487 -0.007 -0.014 0.000 0.437
H -0.105216 4.193231 -0.590516 0.009 -0.032 0.011 0.440
C -2.284550 -7.555028 -0.775107 -0.066 -0.134 0.053 -0.977
C -1.928111 -8.207731 -2.083763 0.025 0.139 0.019 0.671
O -2.263394 -9.315769 -2.400218 -0.013 0.024 -0.016 -0.536
S -0.931777 -7.275919 -3.257276 0.071 0.060 -0.001 -0.141
C -0.540595 -5.760540 -2.400031 -0.109 -0.295 -0.143 -0.280
C -1.313345 -4.623506 -2.607775 0.027 0.021 0.024 -0.623
C -1.029656 -3.463366 -1.910199 0.079 -0.036 0.042 -0.258
C 0.037803 -3.415896 -1.001897 -0.222 0.049 -0.136 0.566
C 0.829453 -4.554260 -0.835402 0.080 -0.005 -0.009 -0.501
C 0.544411 -5.715621 -1.533604 0.017 0.071 0.033 -0.386
C 0.272793 -2.209173 -0.273170 0.138 -0.084 0.244 0.413
C 0.435133 -1.167816 0.343999 0.011 -2.014 -0.644 -1.132
H -2.640123 -6.537960 -0.918368 0.023 0.057 -0.009 0.320
H -1.399729 -7.514860 -0.138877 0.012 0.054 -0.001 0.288
H -3.049884 -8.155420 -0.287423 0.033 -0.030 -0.032 0.322
H -2.140174 -4.657236 -3.306120 -0.012 -0.011 0.031 0.444
H -1.643237 -2.583118 -2.043667 -0.013 0.043 0.000 0.622
H 1.672392 -4.520236 -0.158136 -0.021 0.023 0.023 0.519
H 1.161384 -6.596233 -1.408375 -0.008 -0.001 0.027 0.485
C -3.483367 2.496690 0.468220 0.405 -0.191 0.254 -0.950
S -2.269272 2.042611 1.694734 -1.400 0.545 -0.002 1.325
O -1.973444 0.608315 1.465509 0.251 0.003 0.012 -0.681
O -2.797214 2.347337 2.991378 -0.016 0.027 -0.080 -0.607
O -1.048612 2.796930 1.316406 -0.290 0.160 -0.097 -0.464
H -4.367151 1.881851 0.616190 -0.001 0.002 0.015 0.395
H -3.031361 2.312483 -0.504785 -0.089 0.014 -0.035 0.080
H -3.711865 3.549705 0.610799 -0.011 0.005 -0.021 0.368
C -2.053371 0.995055 -8.057139 0.026 -0.004 0.057 -1.442
C -1.491982 0.769677 -6.679970 -0.010 0.000 -0.005 0.996
C -0.766719 -0.378347 -6.374043 -0.018 0.051 -0.018 -0.768
C -0.256557 -0.574488 -5.100226 0.039 -0.040 0.095 -0.521
C -0.459858 0.392659 -4.128973 -0.016 -0.137 0.291 0.138
C -1.187168 1.536687 -4.404938 0.015 0.086 0.111 -0.446
C -1.696806 1.719093 -5.679824 0.016 -0.021 0.012 -0.686
S 0.247872 0.089021 -2.499332 0.452 0.041 -1.070 0.625
C 1.844555 0.873950 -2.873325 -0.178 -0.197 0.281 -1.021
O -0.442300 1.043407 -1.563663 -0.045 0.271 0.946 -0.681
H -1.886767 0.131226 -8.698449 -0.006 0.011 -0.014 0.346
H -1.583229 1.863402 -8.521861 -0.022 -0.012 -0.035 0.321
H -3.126099 1.185820 -8.007835 0.002 0.001 -0.037 0.346
H -0.607800 -1.131066 -7.136592 -0.006 0.003 0.001 0.307
H 0.296853 -1.475743 -4.855941 -0.040 -0.006 -0.041 0.447
H -1.347514 2.264862 -3.618539 -0.011 0.000 -0.031 0.380
H -2.264613 2.614173 -5.906436 -0.008 -0.007 0.010 0.386
H 1.666271 1.939800 -3.014199 -0.037 0.000 -0.034 0.299
H 2.253164 0.418892 -3.773531 -0.019 -0.032 -0.001 0.594
H 2.500990 0.697549 -2.019063 -0.014 0.010 0.004 0.168
C 2.972167 -0.297546 6.690097 -0.079 0.093 -0.120 -1.207
C 3.027893 0.857846 5.710726 0.187 -0.133 0.068 -0.240
O 1.701468 1.225485 5.301784 -0.103 0.001 -0.245 -0.258
P 1.357283 1.343593 3.708119 0.294 0.128 1.165 0.202
O 0.446167 0.023566 3.408907 0.079 0.406 -0.354 -0.049
C -0.675986 -0.363050 4.255075 -0.176 -0.279 0.118 0.096
C -0.407132 -1.730751 4.841813 0.098 0.118 -0.120 -1.276
O 0.133705 2.393440 3.796411 -0.045 -0.238 0.159 0.281
C 0.386390 3.783594 4.033493 -0.014 0.150 0.118 -0.345
C -0.078587 4.170210 5.422637 0.002 -0.086 -0.102 -1.326
H 3.950503 -0.436898 7.150547 0.004 -0.029 0.001 0.412
H 2.689613 -1.222951 6.188604 -0.017 -0.002 0.023 0.230
H 2.243498 -0.083554 7.472170 0.030 -0.024 0.030 0.302
H 3.629306 0.592117 4.836345 0.014 0.058 0.009 0.351
H 3.483290 1.730040 6.184156 -0.053 0.027 -0.051 0.305
H -1.554606 -0.375459 3.616069 0.002 0.072 -0.006 0.288
H -0.815316 0.385339 5.032963 0.023 0.062 -0.047 0.225
H -0.248630 -2.459746 4.047088 -0.005 -0.010 0.014 0.305
H -1.266489 -2.039822 5.437294 -0.003 -0.025 0.018 0.418
H 0.474827 -1.709127 5.482086 -0.027 -0.025 0.019 0.156
H -0.169512 4.325856 3.269935 0.050 -0.014 -0.049 0.233
H 1.454737 3.997094 3.914779 -0.015 -0.005 -0.090 0.417
H -1.137265 3.937269 5.535629 0.006 0.007 0.008 0.309
H 0.064075 5.241637 5.570904 -0.001 0.000 0.027 0.403
H 0.485595 3.626279 6.179788 -0.012 0.013 0.021 0.256
```
Forces are in eV/Å.



No. 2
A cluster of 13 separate species, C19H55ClF3N2O12PS in total at a distorted geometry. Source: the OMol25 dataset; level of theory: wB97M-V/def2-TZVPD.

## Properties
HOMO-LUMO gap in eV: 8.795
Total energy in Eh: -3268.16306
E_HOMO in eV: -9.885
E_LUMO in eV: -1.090

```
94
Properties=species:S:1:pos:R:3:forces:R:3:mulliken_charge:R:1
N 0.337830 -0.332971 -2.145450 5.750 8.089 -7.909 -0.528
C 0.944605 0.523942 -2.941387 -3.395 -5.231 6.721 -0.057
C 1.832364 1.757787 -3.553412 -1.917 0.863 -0.113 -0.051
P 2.686452 1.113520 -5.140211 -0.373 -1.802 -0.590 0.185
S 3.353611 -0.709731 -4.863365 0.074 0.485 0.123 -0.359
C 2.821448 2.508792 -2.487443 -0.552 1.234 1.731 0.622
Cl 4.577285 2.751490 -3.121684 -1.872 -0.384 0.458 -0.096
C 2.251557 4.059834 -2.227877 -5.228 6.972 1.780 -0.019
N 1.605527 5.179389 -1.973299 6.275 -10.637 -2.477 -0.486
C 2.919879 1.796550 -1.006404 -0.188 0.485 1.102 -0.770
C 3.722294 0.367720 -0.990274 -0.486 -0.392 0.590 -0.377
C 5.290943 0.446059 -0.531204 1.941 -0.545 -0.320 0.828
F 5.822418 1.808632 -0.307032 -1.593 -4.509 -0.643 -0.254
F 6.118768 -0.204589 -1.614684 -2.184 2.183 3.477 -0.264
F 5.605530 -0.344583 0.710447 -1.033 2.651 -3.842 -0.292
H 1.047628 2.581466 -3.915837 1.515 -1.840 0.905 0.633
H 3.670517 2.004441 -5.705483 -0.970 -0.034 0.662 0.165
H 1.629547 0.999450 -6.154965 0.678 0.835 1.036 0.136
H 3.397764 2.621560 -0.287377 -0.799 -2.010 -1.674 0.478
H 1.849056 1.578668 -0.525103 2.102 0.628 -1.504 0.232
H 3.168149 -0.338283 -0.204281 1.398 1.634 -1.637 0.332
H 3.618683 -0.184220 -2.033340 0.648 1.200 2.100 0.001
C 0.354009 -3.521011 -5.726248 0.200 0.060 0.017 -0.633
O 0.058057 -2.157075 -5.488639 -0.033 0.444 0.191 -0.487
H -0.554258 -4.028980 -6.058813 0.083 0.159 0.049 0.249
H 1.117915 -3.598929 -6.503759 -0.005 -0.271 0.013 0.317
H 0.710287 -3.983701 -4.802660 0.045 -0.253 -0.093 0.271
H 0.882122 -1.732714 -5.195154 -0.261 -0.148 -0.067 0.207
C -1.515374 0.502831 1.391104 0.088 0.023 -0.080 -0.543
O -0.571959 0.827609 0.386685 0.188 -0.108 -0.566 -0.416
H -1.295715 1.087671 2.287370 0.016 -0.208 -0.297 0.042
H -2.521384 0.743810 1.038938 -0.103 -0.042 0.258 0.288
H -1.445600 -0.561795 1.627186 -0.184 0.009 0.218 0.357
H -0.792064 0.293774 -0.395538 0.254 0.301 0.321 0.304
C -2.287322 -4.547122 -2.699183 0.278 0.243 -0.170 -0.296
O -2.734061 -3.381931 -3.367856 0.113 0.345 -0.216 -0.508
H -3.149936 -5.065834 -2.274433 0.075 0.064 -0.085 0.011
H -1.782853 -5.205690 -3.410483 0.018 -0.239 0.249 0.280
H -1.601518 -4.266975 -1.895927 0.020 -0.298 0.086 0.248
H -1.947458 -2.943153 -3.733953 -0.427 -0.067 0.086 0.269
C -6.405407 -5.305460 -0.866374 0.079 0.161 -0.022 -0.498
O -5.991070 -3.985492 -1.167003 0.517 0.263 -0.219 -0.524
H -7.394996 -5.270805 -0.404758 0.293 0.040 -0.141 0.225
H -6.455772 -5.891198 -1.787528 -0.125 -0.245 0.111 0.252
H -5.696839 -5.761099 -0.170419 -0.164 -0.270 0.062 0.239
H -5.110804 -4.048178 -1.575048 -0.499 0.259 0.143 0.286
C -1.184245 -6.192998 0.398530 -0.191 -0.075 0.045 -0.579
O -1.373277 -6.932787 -0.793673 -0.387 -0.294 -0.272 -0.490
H -0.174138 -5.776765 0.402042 -0.150 -0.115 -0.093 0.231
H -1.911666 -5.378693 0.442307 0.090 0.126 0.238 0.244
H -1.307213 -6.852568 1.261013 0.073 0.199 0.180 0.291
H -2.277370 -7.289542 -0.768364 0.549 0.143 -0.089 0.294
C -2.899884 2.178291 4.930672 -0.196 0.013 0.290 -0.618
O -3.088916 1.438502 3.738469 -0.481 -0.248 -0.258 -0.422
H -1.889777 2.594523 4.934184 -0.159 -0.080 -0.045 0.273
H -3.627304 2.992595 4.974448 0.143 0.110 0.217 0.269
H -3.022851 1.518721 5.793154 0.078 0.191 0.149 0.295
H -3.993009 1.081747 3.763777 0.533 0.163 -0.151 0.261
C -8.995066 -7.917456 0.984642 -0.099 -0.148 -0.118 -0.525
O -8.051652 -7.592679 -0.019777 0.086 -0.263 -0.512 -0.451
H -8.775408 -7.332617 1.880908 0.042 -0.056 -0.202 0.211
H -10.001077 -7.676477 0.632477 -0.112 -0.059 0.242 0.255
H -8.925292 -8.982082 1.220724 -0.182 0.020 0.213 0.251
H -8.271756 -8.126513 -0.802000 0.199 0.354 0.410 0.275
C -2.834283 4.428399 1.681969 0.013 -0.312 0.081 -0.531
O -1.683895 4.095950 2.437252 0.224 -0.231 0.198 -0.384
H -2.760380 5.470387 1.362006 0.049 -0.126 0.064 0.254
H -2.892846 3.782702 0.802313 -0.211 0.132 -0.099 0.261
H -3.726298 4.301757 2.300275 -0.181 0.090 -0.179 0.230
H -1.777841 3.166602 2.707041 0.030 0.451 -0.177 0.121
C -1.803620 7.901723 3.312379 0.094 -0.232 -0.094 -0.721
O -0.752449 6.969282 3.485470 0.162 -0.204 -0.268 -0.491
H -1.791407 8.609473 4.144556 0.052 -0.134 -0.111 0.308
H -1.660574 8.443380 2.374138 -0.237 0.206 0.006 0.299
H -2.760779 7.374749 3.299086 -0.179 0.207 -0.014 0.291
H -0.788537 6.354904 2.732784 0.085 0.057 0.556 0.285
C 5.565068 -0.199608 4.560264 -0.047 0.046 -0.225 -0.510
O 6.499057 0.536579 3.792109 0.022 0.200 -0.450 -0.497
H 5.959358 -0.328594 5.570945 0.009 0.071 -0.195 0.233
H 4.619677 0.346447 4.607276 -0.134 -0.175 0.185 0.238
H 5.409471 -1.180364 4.104264 -0.166 -0.107 0.194 0.236
H 6.122091 0.635020 2.901320 0.329 -0.050 0.447 0.292
C 1.144747 9.753212 4.047557 0.025 -0.023 -0.260 -0.358
O 0.870162 11.136906 4.167413 0.014 0.608 -0.293 -0.529
H 0.907283 9.260606 4.993352 0.001 0.142 -0.158 0.184
H 0.528959 9.326200 3.252188 0.157 -0.269 0.122 0.121
H 2.203820 9.609390 3.820158 -0.002 -0.277 0.025 0.306
H 1.090330 11.546981 3.313795 -0.161 -0.168 0.563 0.293
C 8.765066 -2.844569 -1.628730 -0.095 0.207 0.048 -0.492
O 8.555836 -2.066612 -2.792936 -0.154 0.462 -0.150 -0.514
H 9.210358 -3.800189 -1.915231 -0.073 0.186 -0.050 0.232
H 9.443354 -2.316801 -0.953797 0.010 -0.211 0.192 0.241
H 7.808044 -3.024994 -1.133164 0.097 -0.155 0.201 0.221
H 8.160274 -1.225592 -2.507429 0.177 -0.469 -0.228 0.316
```
Forces are in eV/Å.



No. 3
A cluster of 2 separate species, C9H9N3O2 in total at a distorted geometry. Source: the OMol25 dataset; level of theory: wB97M-V/def2-TZVPD.

## Properties
HOMO-LUMO gap in eV: 9.873
ΔE to the lowest compared entry with this formula, charge and spin in kcal per mole: 58.9
Total energy in Eh: -663.07535
E_HOMO in eV: -9.521
E_LUMO in eV: 0.351

```
23
Properties=species:S:1:pos:R:3:forces:R:3:mulliken_charge:R:1
O -1.115018 2.432586 -0.199042 0.181 0.233 -0.118 -0.609
C -1.443917 1.288132 -0.004160 -0.324 -0.281 0.409 0.282
C -0.645266 0.289943 0.717407 -0.061 0.413 -0.110 -0.212
C -1.126482 -0.956728 0.861228 -0.826 0.936 0.220 -0.238
N -2.404201 -1.260568 0.441547 0.489 -0.655 0.152 -0.093
C -3.209755 -0.435661 -0.294238 -0.816 0.253 -0.324 0.321
O -4.287302 -0.784530 -0.743309 0.593 0.159 0.260 -0.627
N -2.691891 0.828679 -0.444900 -0.197 0.362 -0.475 -0.070
H 0.347824 0.639040 1.036430 -1.848 -0.361 -0.404 0.331
H -0.617763 -1.763075 1.366279 -0.045 -0.004 0.058 0.540
H -2.761757 -2.185157 0.582119 -0.130 -0.234 -0.061 0.217
H -3.261507 1.480645 -0.991946 0.352 -0.354 0.346 0.225
C 2.235643 0.362034 1.007138 1.274 -1.218 -1.569 -0.310
C 3.302611 0.913143 0.402554 1.103 2.903 0.914 -0.460
C 3.964323 0.379712 -0.730834 -1.089 2.237 3.362 -0.162
N 3.691813 -0.797641 -1.100802 -0.429 -3.397 -1.097 -0.579
C 2.668494 -1.410805 -0.461851 1.516 -2.422 -1.608 -0.264
C 1.890262 -0.822611 0.454738 -0.961 -1.843 -0.583 0.091
H 1.685211 0.645328 1.824333 -0.378 1.556 1.966 0.719
H 3.591957 1.849452 0.885914 0.568 -0.015 -0.685 0.294
H 4.755919 0.970588 -1.079780 1.080 0.391 -1.195 0.378
H 2.532329 -2.540217 -0.601238 0.093 1.846 -0.550 0.270
H 0.960822 -1.317292 0.533892 -0.146 -0.505 1.093 -0.042
```
Forces are in eV/Å.